The following is a DFT calculation (ωB97M-V/def2-TZVPD) of a structure of composition C37H89Br3N4O20P4 in a non-equilibrium geometry.

As for the energy relative to the best compared isomer or geometry (same formula, charge and spin): 0.0 kcal per mole. As for the multiplicity: 1. The frontier orbital gap comes out at 0.3296 Ha. The calculation puts the HOMO energy at -8.723 eV. The calculation puts the max |F| at 2.16 eV/A.

Each line ends with the Löwdin charge.
Geometry (Å):
C -5.1453 1.1300 5.0090  -0.34
O -4.4720 0.9074 5.9937  0.01
N -5.4120 2.3569 4.5093  -0.20
C -6.1952 2.5399 3.3178  -0.07
C -4.8560 3.5427 5.1196  -0.04
H -5.5516 0.2710 4.4476  0.14
H -5.5771 2.7557 2.4409  0.07
H -6.9211 3.3395 3.4578  0.09
H -6.6698 1.5858 3.0811  0.09
H -4.2846 4.1472 4.4131  0.09
H -5.7072 4.1679 5.4181  0.09
H -4.2862 3.2483 5.9939  0.09
C 4.0150 3.0454 1.7386  -0.34
O 3.9859 2.5187 0.6500  0.02
N 3.1853 4.0513 2.1236  -0.20
C 3.3191 4.7017 3.3939  -0.08
C 2.1039 4.4917 1.2676  -0.04
H 4.6631 2.7231 2.5725  0.13
H 3.9145 4.0916 4.0815  0.08
H 2.3575 4.8581 3.8846  0.08
H 3.8480 5.6608 3.3435  0.09
H 1.1351 4.2302 1.6964  0.08
H 2.1867 5.5666 1.0997  0.09
H 2.1858 3.9709 0.3155  0.08
C 5.1473 -3.0863 4.5781  -0.35
O 4.9998 -2.3499 3.6324  0.01
N 4.4226 -4.2104 4.8005  -0.20
C 4.6338 -5.0284 5.9679  -0.06
C 3.4677 -4.6836 3.8390  -0.10
H 5.9473 -2.9363 5.3206  0.14
H 5.4200 -4.6270 6.5979  0.08
H 4.8936 -6.0550 5.6743  0.09
H 3.6934 -5.1655 6.5125  0.09
H 3.8742 -5.5354 3.2873  0.10
H 2.5488 -5.0066 4.3368  0.09
H 3.1806 -3.8781 3.1712  0.03
C 3.8114 -2.1242 -1.2139  -0.34
O 3.4019 -1.9388 -2.3474  0.01
N 4.3157 -3.2912 -0.7555  -0.18
C 4.7786 -3.4216 0.6217  -0.06
C 4.3561 -4.4441 -1.6346  -0.06
H 3.7543 -1.3302 -0.4501  0.11
H 5.1953 -2.4771 0.9571  0.09
H 5.5573 -4.1845 0.6411  0.09
H 3.9741 -3.7750 1.2734  0.02
H 4.4878 -4.1682 -2.6735  0.09
H 5.2430 -5.0344 -1.3683  0.08
H 3.5080 -5.0977 -1.4243  0.00
C 1.1877 -6.5238 0.1287  -1.64
Br 1.0902 -6.0443 -1.7209  0.65
Br -0.2546 -7.7015 0.6166  0.58
Br 1.2974 -4.9499 1.2045  0.68
H 2.0981 -7.0750 0.3022  -0.03
C 2.2447 -1.4004 6.0076  -0.08
C 1.9252 -0.7712 7.3522  -0.23
O 0.5594 -0.4113 7.6385  -0.15
P -0.6211 -0.3488 6.6048  0.34
O -1.9126 0.0091 7.1622  -0.21
O -0.0566 0.6504 5.5077  -0.17
C -0.9743 1.3392 4.6405  -0.27
C -0.4228 2.6577 4.1670  -0.06
O -0.6056 -1.7743 5.9303  -0.21
C -1.7983 -2.4498 5.4358  -0.21
C -1.6951 -2.4999 3.9304  -0.06
H 1.6431 -2.2709 5.7552  0.07
H 2.3271 -0.6911 5.1844  0.07
H 3.2759 -1.7750 6.0824  0.07
H 2.2258 -1.4210 8.1729  0.12
H 2.5233 0.1385 7.4533  0.12
H -1.1764 0.6805 3.7832  0.09
H -1.9628 1.4220 5.1072  0.10
H 0.5990 2.5167 3.8191  0.07
H -1.1946 3.0828 3.5260  0.07
H -0.3601 3.3652 5.0031  0.08
H -1.6789 -3.4493 5.8582  0.12
H -2.7103 -2.0054 5.8288  0.11
H -2.0281 -1.5690 3.4590  0.06
H -0.6458 -2.5985 3.6550  0.07
H -2.2834 -3.3003 3.4857  0.09
C 2.1144 -1.2029 1.5956  -0.05
C 0.9305 -0.3795 2.0600  -0.21
O 0.3721 0.3404 0.9280  -0.18
P -0.8428 -0.1367 0.0603  0.32
O -1.4342 -1.3735 0.5479  -0.21
O -0.3487 -0.2450 -1.4103  -0.14
C 0.2474 0.8514 -2.1249  -0.23
C 1.7085 1.0948 -1.7776  -0.05
O -1.8053 1.1129 0.0289  -0.17
C -2.7327 1.2325 1.1176  -0.27
C -4.1366 1.0513 0.6505  -0.07
H 2.7961 -1.2950 2.4438  0.07
H 1.8400 -2.1358 1.1048  0.04
H 2.6548 -0.6335 0.8336  0.06
H 0.1053 -0.9721 2.4374  0.08
H 1.3291 0.3994 2.7051  0.11
H 0.0727 0.7924 -3.1973  0.10
H -0.2824 1.7773 -1.8620  0.11
H 2.2884 0.1750 -1.6851  0.06
H 2.1032 1.6840 -2.6049  0.07
H 1.7814 1.6104 -0.8248  0.05
H -2.4366 0.4939 1.8635  0.09
H -2.6305 2.2397 1.5278  0.12
H -4.5261 1.9159 0.1121  0.08
H -4.3436 0.1471 0.0825  0.09
H -4.7453 0.9816 1.5590  0.05
C -1.9489 5.0392 -3.2255  -0.07
C -0.9247 6.1489 -3.3547  -0.27
O -0.1993 6.0433 -4.5935  -0.16
P 1.1555 5.2354 -4.5236  0.35
O 1.1231 4.0105 -3.7168  -0.22
O 2.1997 6.2942 -4.0428  -0.16
C 3.5276 5.9128 -3.6755  -0.27
C 4.2526 7.1001 -3.1152  -0.07
O 1.4821 4.9968 -6.0525  -0.15
C 1.3791 3.6856 -6.6062  -0.27
C -0.0542 3.2118 -6.7102  -0.08
H -2.6209 5.0530 -4.0809  0.08
H -1.4387 4.0727 -3.2331  0.06
H -2.4934 5.1323 -2.2867  0.08
H -1.4919 7.0865 -3.4452  0.12
H -0.3332 6.3699 -2.4649  0.12
H 3.4997 5.0736 -2.9752  0.12
H 4.0683 5.5176 -4.5451  0.12
H 5.2568 6.8418 -2.7921  0.08
H 4.2359 7.9476 -3.8004  0.08
H 3.7075 7.4675 -2.2370  0.08
H 1.8365 3.6625 -7.5996  0.12
H 2.0071 2.9601 -6.0811  0.12
H -0.7071 4.0227 -7.0245  0.09
H -0.1645 2.3211 -7.3327  0.08
H -0.4048 2.8225 -5.7484  0.05
C -4.6434 -4.8075 -8.5540  -0.08
C -3.4976 -3.8571 -8.4453  -0.26
O -2.6754 -4.1524 -7.3140  -0.16
P -2.7817 -3.5627 -5.8750  0.33
O -1.9168 -4.1602 -4.8703  -0.21
O -2.6174 -2.0102 -6.0677  -0.17
C -1.3904 -1.3814 -5.6225  -0.24
C -1.6591 0.1156 -5.5762  -0.07
O -4.3298 -3.6459 -5.5243  -0.19
C -4.7947 -4.6061 -4.5536  -0.26
C -6.2953 -4.6601 -4.6628  -0.07
H -5.3290 -4.6208 -7.7187  0.06
H -5.3159 -4.5924 -9.3929  0.08
H -4.4254 -5.8716 -8.5931  0.08
H -2.8667 -3.8756 -9.3353  0.12
H -3.8543 -2.8254 -8.3773  0.12
H -1.0533 -1.7946 -4.6747  0.11
H -0.6143 -1.5816 -6.3685  0.12
H -1.9372 0.4498 -6.5758  0.08
H -2.4981 0.2869 -4.9027  0.09
H -0.7572 0.6362 -5.2625  0.05
H -4.3189 -5.5731 -4.7242  0.12
H -4.4518 -4.2710 -3.5733  0.12
H -6.7882 -3.8015 -4.2124  0.08
H -6.5726 -4.7078 -5.7171  0.07
H -6.6942 -5.5698 -4.2091  0.08

The following is a DFT calculation (ωB97M-V/def2-TZVPD) of a cluster of 8 separate species, C20H34N6O4S2 in total in a non-equilibrium geometry.

As for the energy relative to the best compared isomer or geometry (same formula, charge and spin): 0.0 kcal per mole. As for the multiplicity: 1. As for the SMILES: O=S1(=O)CCCC1.O=S1(=O)CCCC1.CC#N.CC#N.CC#N.CC#N.CC#N.CC#N. The frontier orbital gap comes out at 0.3828 Ha. The calculation puts the HOMO energy at -10.373 eV. The calculation puts the max |F| at 2.89 eV/A.

Each line ends with the Löwdin charge.
Geometry (Å):
C -2.6092 26.6503 13.6998  -0.09
C -1.3795 26.6319 14.4585  -0.26
N -0.4133 26.5687 15.0689  0.16
H -3.2553 25.8206 13.9939  0.04
H -2.5428 26.4476 12.6288  0.05
H -3.1412 27.5820 13.8697  0.07
C -4.3817 26.9724 8.7932  -0.06
C -3.2568 27.1651 9.7056  -0.26
N -2.3654 27.3061 10.4093  0.16
H -4.6250 27.9498 8.3798  0.09
H -5.2698 26.6663 9.3488  0.06
H -4.1564 26.1779 8.0877  0.09
C -5.7821 25.6546 12.7045  -0.07
C -5.9654 27.0043 12.1931  -0.29
N -6.1008 28.0741 11.8002  0.14
H -5.5314 25.6758 13.7689  0.05
H -4.8494 25.2946 12.2611  0.08
H -6.6516 25.0241 12.5591  0.09
C 1.4630 25.1266 17.4081  -0.08
C 1.3199 23.8511 18.1245  -0.30
N 1.2292 22.8655 18.7017  0.12
H 2.5280 25.2945 17.2676  0.08
H 0.8854 25.8869 17.9209  0.08
H 1.0419 24.9778 16.4134  0.04
C -4.8401 27.2228 18.6029  -0.05
C -4.7199 27.0735 17.1519  -0.24
N -4.6441 26.9366 16.0145  0.17
H -3.9175 26.9031 19.0910  0.09
H -5.6468 26.6002 18.9767  0.09
H -4.9299 28.2826 18.8330  0.09
C 1.7190 25.8070 12.0557  -0.07
C 2.2863 24.4948 11.7342  -0.29
N 2.6847 23.4598 11.4395  0.11
H 0.9801 25.6051 12.8266  0.05
H 1.2459 26.1816 11.1451  0.08
H 2.4730 26.5595 12.2672  0.08
C -2.5507 23.7628 16.7807  -0.22
C -2.5393 23.0536 15.4254  -0.22
C -3.9669 22.7347 15.0491  -0.23
S -4.8454 22.3493 16.5920  0.68
O -4.7570 20.9225 16.7795  -0.32
O -6.1266 23.0170 16.5974  -0.33
C -3.6432 23.2112 17.6918  -0.19
H -2.7944 24.8206 16.5860  0.08
H -1.5724 23.9112 17.2377  0.10
H -2.1034 22.0593 15.6208  0.12
H -1.8951 23.4582 14.6502  0.11
H -4.1783 21.8953 14.3940  0.11
H -4.4413 23.6546 14.6865  0.08
H -3.2799 22.5861 18.5088  0.11
H -4.2383 23.9479 18.2358  0.08
C -1.7463 30.9043 13.7467  -0.21
C -2.0784 31.6878 12.4738  -0.22
C -1.4961 30.9016 11.3126  -0.22
S 0.1235 30.2983 11.9141  0.68
O 1.1769 31.2211 11.5369  -0.33
O 0.2984 28.8834 11.6288  -0.36
C -0.2455 30.5369 13.6977  -0.21
H -2.3332 29.9846 13.7493  0.10
H -1.9282 31.4107 14.6927  0.11
H -1.6268 32.6835 12.4908  0.12
H -3.1521 31.8367 12.3642  0.12
H -1.3286 31.4383 10.3844  0.11
H -2.1036 30.0089 11.1507  0.08
H 0.4693 31.2565 14.0902  0.10
H -0.0721 29.6076 14.2404  0.08

The following is a DFT calculation (ωB97M-V/def2-TZVPD) of a cluster of 2 separate species, C13H21NO in total in a non-equilibrium geometry.

As for the energy relative to the best compared isomer or geometry (same formula, charge and spin): 122.3 kcal per mole. As for the multiplicity: 1. As for the SMILES: CCN(C)C(C)=O.CCc1ccccc1. The frontier orbital gap comes out at 0.3495 Ha. The calculation puts the HOMO energy at -8.922 eV. The calculation puts the max |F| at 5.33 eV/A.

Each line ends with the Löwdin charge.
Geometry (Å):
C -0.8348 3.8279 1.9380  -0.19
C 0.5108 4.2568 2.6303  -0.07
C -1.3020 2.4317 2.1316  -0.26
C -0.6214 1.3316 1.6833  -0.09
C -2.5575 2.2284 2.7296  -0.05
C -0.8703 0.1299 2.1381  -0.11
C -2.8696 0.9343 3.1868  -0.13
C -1.9535 -0.0729 3.0236  -0.10
H -1.6898 4.4200 2.3181  0.10
H -0.7076 4.1140 0.9529  0.08
H 0.3078 4.5500 3.6511  0.07
H 0.0356 1.2905 0.6972  0.14
H -3.3400 3.1196 2.9364  0.16
H -0.3565 -0.7104 1.8594  0.08
H -4.0458 0.7810 3.1696  0.14
H -1.9451 -1.0678 3.5821  0.12
H 1.1102 5.0761 2.2610  0.06
H 1.2731 3.5281 2.3847  0.06
C 1.8172 -3.3601 -2.9689  -0.17
C 1.5062 -4.7261 -2.1860  -0.09
C -0.2333 -1.9979 -3.1312  -0.05
C 1.2059 0.2374 -1.6958  0.00
C 1.8538 -1.0539 -2.1518  -0.57
O 2.9380 -1.3988 -1.8255  0.05
N 1.1354 -2.0852 -2.5509  -0.13
H 2.9763 -3.2129 -2.9957  0.14
H 1.2625 -3.4893 -3.8872  0.08
H 1.2629 -4.3851 -1.2574  0.00
H 2.0993 -5.6482 -1.8036  0.09
H -0.7948 -1.1152 -2.5030  0.12
H 0.8858 0.8655 -2.4839  0.06
H 0.5888 -5.3276 -2.7715  0.12
H -0.2877 -1.6646 -4.2084  0.10
H -0.8570 -2.8073 -2.7651  0.07
H 0.4512 0.1954 -0.9197  0.05
H 2.0458 0.8052 -1.1684  0.11

The following is a DFT calculation (ωB97M-V/def2-TZVPD) of a structure of composition C6H13NS in a non-equilibrium geometry.

As for the energy relative to the best compared isomer or geometry (same formula, charge and spin): 205.4 kcal per mole. As for the multiplicity: 1. The frontier orbital gap comes out at 0.3405 Ha. The calculation puts the HOMO energy at -8.767 eV. The calculation puts the max |F| at 7.34 eV/A.

Each line ends with the Löwdin charge.
Geometry (Å):
C -0.1059 1.4665 -1.4529  -0.11
C 0.3802 0.9137 -0.0637  -0.39
C -0.3746 -0.0714 0.8869  -0.21
C -1.7803 -0.6284 0.8029  -0.36
C 0.9019 -0.3857 0.2706  -0.96
C 2.1981 -0.1905 0.8078  -0.17
H -0.1408 2.8718 -1.1989  0.14
H 0.9794 1.0807 -2.2779  0.15
H -1.5878 1.0613 -1.6016  0.18
H 1.0122 1.5357 0.4635  0.07
H -0.2564 0.2826 1.8974  0.13
H -1.8354 -1.4268 1.4879  0.09
H -2.4391 0.1566 1.2984  0.13
H -2.0142 -1.8512 -0.6368  0.05
H -3.5436 -0.4982 -0.5150  0.22
H 2.3066 0.7094 1.5473  0.11
H 2.9960 -1.2527 1.1782  0.18
H 2.7543 0.3314 -0.0938  0.11
H 2.0243 -1.4712 -1.5139  -0.10
N -2.3230 -0.8900 -0.4379  -0.07
S 0.8481 -1.7434 -0.8484  0.80

The following is a DFT calculation (ωB97M-V/def2-TZVPD) of a cluster of 2 separate species, C4H5O4P in total in a non-equilibrium geometry.

As for the energy relative to the best compared isomer or geometry (same formula, charge and spin): 75.2 kcal per mole. As for the multiplicity: 1. The frontier orbital gap comes out at 0.2495 Ha. The calculation puts the HOMO energy at -0.485 eV. The calculation puts the max |F| at 2.01 eV/A. The total charge is -2.

Each line ends with the Löwdin charge.
Geometry (Å):
C -2.0302 -0.7298 3.1887  -0.75
C -1.7576 -0.7925 1.8157  -0.01
C 1.1676 -0.3637 -1.3818  -0.40
C 0.6830 0.6571 -0.4328  -0.27
O -1.5525 -0.8200 4.3070  -0.04
O 2.3285 -0.5857 -3.8587  -0.46
O -3.2775 -0.8621 2.6057  -0.17
O 1.9782 1.7676 -2.7859  -0.45
P 1.8160 0.2800 -2.7676  0.38
H -1.7299 0.1446 1.2197  -0.02
H 0.7957 -1.4333 -1.3375  0.05
H -0.4447 0.5608 -0.3170  0.05
H 0.9970 1.6394 -0.8310  0.04
H 1.0264 0.5376 0.5756  0.04

The following is a DFT calculation (ωB97M-V/def2-TZVPD) of a cluster of 2 separate species, C4H11O3 in total.

As for the energy relative to the best compared isomer or geometry (same formula, charge and spin): 9.6 kcal per mole. As for the multiplicity: 1. The frontier orbital gap comes out at 0.2852 Ha. The calculation puts the HOMO energy at -3.628 eV. The calculation puts the max |F| at 0.60 eV/A. The total charge is -1.

Each line ends with the Löwdin charge.
Geometry (Å):
C -0.4644 0.4851 -1.6008  -0.20
C -1.1533 0.7932 -0.2731  -0.24
C -1.0763 -0.4086 0.6678  -0.45
O 0.1913 -0.6263 1.1305  -0.31
C 1.0615 0.3700 -1.4350  -0.28
O 1.5465 -0.9660 -1.5720  -0.11
H -0.8410 -0.4890 -1.9401  0.11
H -0.6686 1.2550 -2.3511  0.09
H -2.2105 1.0723 -0.4523  0.09
H -0.6777 1.6342 0.2417  0.10
H -1.8150 -0.2549 1.4848  0.09
H -1.4510 -1.2950 0.0964  0.09
H 1.3187 0.7124 -0.4457  0.09
H 1.5856 0.9527 -2.1914  0.10
H 1.2633 -1.4187 -0.7645  0.06
H 0.6904 -0.9273 2.5332  -0.03
H 1.5157 0.0080 3.4330  -0.01
O 1.1849 -0.8971 3.4386  -0.19

The following is a DFT calculation (ωB97M-V/def2-TZVPD) of the molecule C4H4N2S in a non-equilibrium geometry.

As for the energy relative to the best compared isomer or geometry (same formula, charge and spin): 51.8 kcal per mole. As for the multiplicity: 1. As for the SMILES: N#C/C=C(/N)C=S. The frontier orbital gap comes out at 0.2728 Ha. The calculation puts the HOMO energy at -8.927 eV. The calculation puts the max |F| at 6.31 eV/A.

Each line ends with the Löwdin charge.
Geometry (Å):
C 0.4212 0.1229 0.5768  -0.44
C -0.8816 -0.1366 -0.0955  -0.60
C 1.6231 0.4020 -0.0959  -0.05
C 1.8540 0.6951 -1.5138  -0.23
H -0.6572 -0.2184 2.2426  0.13
H 1.1724 -0.3863 2.3827  0.07
H -0.9084 0.0626 -1.1511  0.05
H 2.4201 0.6739 0.6079  0.10
N 0.4110 -0.3578 1.8006  0.07
N 1.8574 0.7963 -2.6789  0.12
S -2.2504 -0.6064 0.5523  0.79

The following is a DFT calculation (ωB97M-V/def2-TZVPD) of the molecule C7H12N2O in a non-equilibrium geometry.

As for the energy relative to the best compared isomer or geometry (same formula, charge and spin): 107.8 kcal per mole. As for the multiplicity: 1. The frontier orbital gap (alpha / beta) comes out at 0.3263 / 0.3263 Ha. The calculation puts the HOMO energy (alpha / beta) at -8.679 / -8.678 eV. The calculation puts the max |F| at 6.38 eV/A.

Each line ends with the Löwdin charge.
Geometry (Å):
C -2.3298 -0.9822 -0.5771  -0.19
C 0.0913 -0.5208 0.9068  0.10
C -1.4964 0.3125 -0.3365  -0.31
C 1.1663 -0.0802 -0.1315  -0.57
C -2.1768 1.2827 0.6085  -0.04
C 1.8625 -1.2844 -0.8809  -0.04
C 2.1376 0.8646 0.4895  -0.08
N -0.6786 0.8029 -1.2830  0.04
N 0.5040 0.7113 -1.2621  0.10
O -3.2351 -1.2857 0.1940  0.03
H -1.9476 -1.5629 -1.3899  0.11
H -0.3184 -0.0452 1.6889  0.02
H -0.2787 -1.5299 0.8798  0.07
H -2.5162 0.7978 1.5186  0.09
H -2.7187 1.9882 0.1025  0.05
H -1.4403 1.9925 1.1024  0.10
H 2.0660 -2.1356 -0.2235  0.07
H 2.8252 -0.9561 -1.3076  0.07
H 1.2205 -1.6682 -1.7565  0.10
H 2.8164 1.1608 -0.3728  0.10
H 2.8073 0.3427 1.1723  0.09
H 1.6395 1.7953 0.8582  0.10